(1)
A molecular structure, C7H16NdO4 at a distorted geometry. Source: the OMol25 dataset; level of theory: ωB97M-V/def2-TZVPD.

CARTESIAN COORDINATES (ANGSTROEM)
H 2.245 -0.685 -2.336
H 0.235 -1.906 2.636
H -2.024 -0.160 4.160
H -1.322 1.277 3.362
Nd -0.587 0.575 0.233
H -1.442 -2.367 3.073
C -0.823 -1.845 2.329
C -1.017 -2.413 0.930
H 0.866 1.596 -3.236
C 1.231 -0.270 -2.186
O -0.449 -1.558 -0.020
H -0.141 0.236 -3.817
H -2.632 1.923 -2.397
H -2.099 -2.548 0.741
H -0.556 -3.417 0.899
H 3.591 0.560 -0.522
C 0.310 0.698 -2.930
H -0.247 0.023 4.073
H -1.089 3.101 -2.364
H 2.757 2.157 -0.888
O -1.194 -0.461 2.287
H 0.953 -1.174 -2.742
O -0.752 1.105 -2.054
C 2.729 1.216 -0.320
C -1.192 0.205 3.541
O 1.557 0.552 -0.731
H 2.653 1.452 0.751
C -1.563 2.126 -2.468

spin multiplicity = 5
charge = +2
HOMO-LUMO gap (alpha / beta) = 0.286 / 0.324 Ha

Here are the Löwdin charges for atoms 1 to 4, given in e: 0.15 0.15 0.12 0.10


(2)
2 unconnected molecules or ions with the total composition C5H10O2P at a distorted geometry. Source: the OMol25 dataset; level of theory: ωB97M-V/def2-TZVPD.

CARTESIAN COORDINATES (ANGSTROEM)
H -1.661 0.310 -1.395
H 3.243 0.551 -0.175
H 1.497 1.817 1.129
C 0.595 1.282 0.912
H -1.866 -2.448 -0.203
H 0.150 1.116 1.939
C -1.277 0.354 -0.326
H -2.107 0.313 0.338
O 2.701 0.467 -0.959
C -0.897 -2.192 -0.568
H -1.223 -1.980 -1.619
H -1.123 2.431 0.257
H 0.082 1.781 -1.094
O 1.949 -1.111 1.627
P 1.096 -0.407 0.631
C -0.521 -0.913 0.134
H -0.109 -2.981 -0.429
C -0.529 1.610 -0.198

charge = -1
relative energy (zero: lowest compared OMol25 entry of this formula, charge and spin) = 2.9999 eV
HOMO-LUMO gap = 0.260 Ha

Here are the Löwdin charges for atoms 1 to 4, given in e: 0.11 -0.13 0.05 -0.31


(3)
2 unconnected molecules or ions with the total composition C7H10BrN2O2S2 at a distorted geometry. Source: the OMol25 dataset; level of theory: ωB97M-V/def2-TZVPD.

CARTESIAN COORDINATES (ANGSTROEM)
S -0.058 1.441 0.442
H -1.183 0.667 -2.507
Br 5.410 -0.715 -0.311
H -1.352 -0.719 1.571
O -0.629 1.658 1.722
H -1.258 -1.937 0.075
C 3.033 -1.097 1.249
O 0.273 2.464 -0.523
C -0.900 0.042 -1.777
H 1.129 -0.991 2.303
H -2.914 -1.278 0.864
H -0.084 -1.454 -2.729
C -2.569 1.253 -0.485
H -3.193 1.053 0.308
H -2.289 2.228 -0.645
C 1.370 0.373 0.509
C 3.641 -0.458 0.150
N -1.345 0.440 -0.460
C 1.728 -0.668 1.360
S 2.685 0.804 -0.570
C -1.739 -1.278 0.845
H 3.562 -1.756 1.878
N -0.309 -1.058 -1.836
H -3.011 0.985 -1.434

charge = +1
relative energy (zero: lowest compared OMol25 entry of this formula, charge and spin) = 3.9144 eV
HOMO-LUMO gap = 0.254 Ha

Here are the Löwdin charges for atoms 1 to 4, given in e: 0.69 0.11 0.81 -0.02


(4)
2 unconnected molecules or ions with the total composition C3H6N4 at a distorted geometry. Source: the OMol25 dataset; level of theory: ωB97M-V/def2-TZVPD.

CARTESIAN COORDINATES (ANGSTROEM)
H -2.817 -1.035 0.423
H 0.647 -2.223 0.908
H -2.882 0.756 0.066
H 2.595 -0.522 1.089
C 0.548 -0.506 0.007
C 1.866 -0.014 0.454
H 0.871 2.360 -1.463
C 0.958 1.413 -0.830
N 0.046 -1.643 0.189
N 0.006 0.536 -0.790
N 2.096 1.154 -0.061
H -1.614 -0.207 -0.400
N -2.321 -0.070 0.406

SMILES = [H]/N=C1\C=NC=N1.N
relative energy (zero: lowest compared OMol25 entry of this formula, charge and spin) = 2.4068 eV
HOMO-LUMO gap = 0.289 Ha

Here are the Löwdin charges for atoms 1 to 4, given in e: 0.04 0.12 0.02 0.12


(5)
2 unconnected molecules or ions with the total composition C14H16 at a distorted geometry. Source: the OMol25 dataset; level of theory: ωB97M-V/def2-TZVPD.

CARTESIAN COORDINATES (ANGSTROEM)
C 0.120 3.855 -2.497
H 2.339 -4.127 2.359
C 0.513 -0.732 1.782
C -1.137 -0.193 -1.718
H -1.776 4.418 -1.739
H 2.467 -0.018 1.369
H 0.038 0.239 1.745
C 2.537 -2.051 1.980
H -0.217 -3.939 2.444
H -1.110 -0.786 -2.633
C 0.416 -3.079 2.276
H -1.928 -2.150 3.470
C 0.918 2.780 -2.865
H -2.284 2.145 -1.001
C 1.892 -0.863 1.682
C 0.509 1.453 -2.751
H -0.535 -0.731 -0.989
H 1.203 0.706 -3.112
C -1.687 -1.680 2.514
H 0.461 4.833 -2.811
H 3.614 -2.081 2.083
H -2.415 -2.141 1.841
C 1.795 -3.204 2.246
H 1.738 2.979 -3.491
C -0.669 1.197 -2.058
H -1.867 -0.609 2.582
C -0.236 -1.864 2.138
C -1.456 2.261 -1.646
H -2.138 -0.205 -1.300
C -1.103 3.586 -1.900

SMILES = Cc1ccccc1.Cc1ccccc1
relative energy (zero: lowest compared OMol25 entry of this formula, charge and spin) = 0.6052 eV
HOMO-LUMO gap = 0.363 Ha

Here are the Löwdin charges for atoms 1 to 4, given in e: -0.10 0.10 -0.06 -0.05


(6)
2 unconnected molecules or ions with the total composition C3H11NO2 at a distorted geometry. Source: the OMol25 dataset; level of theory: ωB97M-V/def2-TZVPD.

CARTESIAN COORDINATES (ANGSTROEM)
H -0.044 -1.417 -1.860
H 1.563 3.147 0.851
H -1.624 -0.058 1.665
H 1.610 -2.785 -0.666
N -0.048 -1.209 -0.866
H -1.613 -1.647 0.337
H 0.465 3.933 0.078
O 2.173 -2.065 -0.284
H 1.080 -0.750 0.877
O 0.887 3.059 0.143
C 1.221 -0.966 -0.207
H -0.480 1.033 0.795
H 1.705 -0.229 -0.778
C -1.232 -0.911 -0.223
H -2.290 1.005 0.479
H -2.008 -0.565 -1.014
C -1.365 0.427 0.673

SMILES = CCNCO.O
relative energy (zero: lowest compared OMol25 entry of this formula, charge and spin) = 1.8210 eV
HOMO-LUMO gap = 0.340 Ha

Here are the Löwdin charges for atoms 1 to 4, given in e: 0.13 0.05 0.07 0.09


(7)
7 unconnected molecules or ions with the total composition C34H85BN5O27P6 at a distorted geometry. Source: the OMol25 dataset; level of theory: ωB97M-V/def2-TZVPD.

CARTESIAN COORDINATES (ANGSTROEM)
H -11.047 -5.523 -8.593
H -3.224 -2.508 1.392
O -1.732 14.695 7.099
N -4.340 0.064 -2.199
H -5.492 6.498 2.064
H 3.230 0.957 0.487
H 4.228 -3.111 -2.161
P 9.166 -0.231 -4.252
C -7.253 -5.022 -6.347
P -8.982 -7.019 -6.078
C 0.248 -2.572 -1.133
H -6.434 -9.807 -0.751
O -1.187 13.189 5.032
O 3.187 -3.082 -5.094
C -2.028 2.114 -0.133
C 11.782 0.457 -4.034
H 2.477 1.870 -0.914
H -6.450 -7.669 -4.369
H -0.590 -2.367 1.093
P 8.247 -3.885 3.967
H -1.992 15.637 5.250
O -9.640 -6.292 -4.900
H 6.519 -5.880 2.895
H -4.280 1.019 -1.775
P -2.581 6.823 3.255
H -7.454 -8.500 -0.123
C 7.531 -6.078 2.537
O -9.632 -5.822 -7.145
H -2.762 -10.573 -2.142
H 1.030 2.859 1.481
C -3.579 -2.295 0.297
H 6.446 0.441 -4.510
H -1.269 -3.788 0.058
H -4.049 -3.289 -0.165
C 0.140 2.984 0.731
C 7.607 -5.306 6.117
H -7.341 -4.644 -7.369
O -8.333 -8.216 -5.011
H -2.687 9.813 2.358
H 7.471 -6.411 1.497
O 8.433 -5.182 4.971
H -1.373 10.225 3.473
C 10.025 -2.325 -5.643
H 7.462 -6.370 6.327
C -5.984 -5.235 -1.400
H 9.894 -1.822 5.018
O -6.170 -7.966 -1.626
H 7.982 -6.882 3.127
N -5.933 -1.808 -1.733
O 10.033 -1.627 -4.408
C -3.077 -9.574 -2.454
H 5.727 -1.744 1.453
H -6.069 -1.561 -2.757
H 8.109 -4.852 6.975
H -3.381 -0.212 -2.529
H -5.669 -5.392 -0.366
C 2.540 0.777 -0.445
H -2.260 3.249 -0.419
O -1.632 -0.031 2.062
H -3.054 1.666 0.230
O -3.689 7.473 2.219
H -2.870 9.524 4.114
H -4.001 -0.285 0.459
H 2.317 15.080 5.636
C -6.450 -8.749 -0.477
H -1.259 16.621 6.554
H 1.571 0.759 1.889
H -6.236 -4.826 -5.994
O 8.356 -4.926 2.589
H 1.897 14.190 7.120
H -7.795 -6.880 -3.492
N -1.054 2.103 1.024
H 9.235 -3.080 -5.624
O -5.150 -5.912 -2.326
H -3.750 11.471 6.902
O 8.139 -2.845 5.345
H 11.746 0.617 -5.114
C 0.830 0.025 1.309
H 0.380 0.544 -0.892
C -0.666 0.706 1.457
O -2.915 7.204 4.702
C 3.119 -2.828 -2.445
H -3.436 12.770 5.737
H -3.505 3.379 3.590
C -10.660 -6.332 -7.971
H -3.474 -9.625 -3.471
N -4.570 -1.136 0.214
C -3.268 12.444 6.766
H 10.985 -2.834 -5.760
B 4.878 -0.678 -0.495
O 10.497 0.516 -3.437
N 1.243 -1.446 -0.961
H -7.429 -8.593 -3.216
H 3.910 -2.230 1.045
H -3.728 13.153 7.460
P -4.616 -7.514 -1.949
H 2.995 -1.106 -4.178
H -5.938 -4.164 -1.617
C 4.694 -1.361 1.025
O 7.835 -0.979 -5.067
H 2.498 -3.820 -2.462
P -0.783 13.496 6.479
O -3.576 5.418 3.423
C 3.478 -0.305 -1.309
H -1.619 1.604 -1.104
C -5.071 7.393 2.528
H -0.296 -2.375 -2.177
H 8.428 -1.096 4.290
O -3.931 -7.010 -0.674
H 6.673 0.367 -0.581
H -5.251 7.376 3.605
C -0.927 -2.645 0.007
H 0.442 2.769 -0.403
C -7.461 -7.803 -3.972
H -2.292 4.098 2.503
C 1.674 14.303 6.056
C 8.828 -1.625 5.159
O -4.082 -9.116 -1.572
C -1.999 15.851 6.321
H 4.343 -0.503 1.775
C 3.117 -2.282 -4.026
H 8.693 -1.005 6.048
H 12.246 -0.509 -3.817
H -2.214 -8.902 -2.423
H -2.092 -0.643 -0.554
O -1.890 12.303 7.068
H 3.594 0.303 -2.329
H 6.549 -1.006 -3.461
C -2.225 -1.812 -0.555
H 1.864 13.362 5.533
C -4.936 -0.961 -1.256
H -7.020 -5.565 -1.525
O 6.249 -0.423 -1.033
H -2.988 16.231 6.593
H -2.422 -2.196 -1.666
C 6.589 -0.642 -4.491
H -10.259 -7.120 -8.615
H 0.909 -1.005 1.899
H 0.718 -3.643 -1.215
C 1.159 -0.093 -0.292
C -2.824 4.221 3.450
C 2.472 -1.612 -1.555
H -11.473 -6.730 -7.357
O 0.324 14.688 5.890
H 5.793 -1.118 -5.069
H -2.110 4.244 4.279
H -7.954 -4.499 -5.693
H 9.881 -1.655 -6.493
H -5.740 -8.562 0.331
O -7.467 -6.424 -6.347
H -5.572 8.268 2.106
O 6.761 -3.634 3.689
H -0.177 4.130 0.783
H 12.402 1.241 -3.590
C -2.172 9.506 3.273
H 6.627 -4.845 5.971
O 9.379 0.669 -5.474
O -1.585 8.228 3.088

charge = +1
HOMO-LUMO gap = 0.209 Ha

Here are the Löwdin charges for atoms 1 to 4, given in e: 0.09 0.13 -0.30 0.04


(8)
2 unconnected molecules or ions with the total composition C3H11N3O at a distorted geometry. Source: the OMol25 dataset; level of theory: ωB97M-V/def2-TZVPD.

CARTESIAN COORDINATES (ANGSTROEM)
H 0.800 -0.744 -1.188
H 2.598 0.122 0.932
H 0.747 -3.079 -0.486
H 0.164 -0.359 1.360
H 1.271 1.245 0.189
N 0.851 -0.764 0.718
H -0.015 3.348 0.292
C -1.409 1.790 0.432
C -0.255 2.348 -0.025
N 0.074 -1.061 -0.498
C -0.171 -2.495 -0.589
O -1.918 0.640 0.039
N 1.796 0.225 0.316
H -1.949 2.230 1.270
H 0.071 2.098 -1.030
H -0.858 -2.776 0.208
H -0.622 -2.705 -1.558
H -1.176 -0.063 -0.381

SMILES = C=CO.CNNN
relative energy (zero: lowest compared OMol25 entry of this formula, charge and spin) = 4.1431 eV
HOMO-LUMO gap = 0.354 Ha

Here are the Löwdin charges for atoms 1 to 4, given in e: 0.13 0.06 0.08 0.10